Record 1
41
Properties=species:S:1:pos:R:3:forces:R:3 method="wB97M-V/def2-TZVPD" orbital_gap_ev=10.03 smiles="CC[C@H](Cl)[C@H]1CO[C@@H](F)[C@@H]1CCN(CC)C(C)=O" homo_ev=-9.3 max_force_ev_per_a=0.59 multiplicity=1
H 0.44473 -0.87304 0.25962 -0.1 0.2 0.0
C -2.51433 0.59764 -1.97127 0.2 -0.4 0.0
H -0.14739 1.20274 -1.29247 0.0 0.1 0.0
N -2.18919 -0.08166 -0.73118 0.1 0.0 0.4
H -2.41820 1.69635 0.41345 0.0 -0.1 -0.1
C 0.64883 -0.34892 2.35986 0.1 0.2 0.1
C 3.06760 -0.52080 -0.72038 0.1 -0.1 0.0
C -3.40857 -0.73902 -0.21964 0.0 -0.2 -0.1
H 2.30066 -0.81053 -1.44828 0.1 0.1 0.0
H -2.11377 -1.66925 1.26957 -0.1 -0.1 -0.1
H 3.25258 0.55387 -0.80881 -0.2 -0.1 -0.1
H -3.68854 -2.43775 1.10136 0.0 0.1 0.0
H 4.88744 -0.78320 -1.87130 -0.1 0.0 0.0
C 0.90219 1.25787 0.55807 -0.2 -0.4 -0.4
H -1.27879 1.02474 -3.63732 -0.1 -0.1 0.0
C -0.35635 1.55377 -0.27857 0.0 0.0 0.2
H -1.49880 0.41669 1.17684 -0.1 0.0 -0.1
O -3.34392 1.45926 -2.01876 -0.3 0.4 -0.1
H 1.40667 -0.83414 2.97945 -0.1 -0.1 -0.1
H -0.48265 2.64132 -0.32247 0.1 -0.1 -0.1
C 4.38194 -1.24142 -1.01943 0.0 -0.1 0.1
C -3.17698 -1.47368 1.10344 0.1 0.1 0.1
C -1.66816 0.91414 0.22248 0.0 0.2 0.1
C -1.75557 0.14728 -3.18692 0.0 0.1 -0.2
H 3.18398 -0.28838 1.41677 0.0 -0.1 0.0
H -0.31016 -0.85933 2.47403 0.2 -0.1 0.1
C 1.08229 -0.24459 0.88946 0.2 -0.1 0.0
H -3.72113 -1.46746 -0.97584 0.1 0.1 0.0
H 5.05965 -1.18829 -0.16050 -0.1 0.0 -0.1
H 0.21318 2.79566 1.98238 0.2 0.0 0.0
H -1.01308 -0.61127 -2.95296 -0.1 0.0 0.0
F 2.15650 2.39048 2.24961 0.0 -0.2 -0.1
O 0.46362 0.99469 2.85050 0.0 0.1 -0.3
H -3.54401 -0.90018 1.95914 0.1 -0.1 -0.1
Cl 2.50926 -2.51149 1.06287 0.0 -0.1 0.0
H -4.22338 -0.01092 -0.12079 0.0 0.0 0.0
H -2.47335 -0.23515 -3.91922 0.1 0.0 0.1
C 0.87697 1.92657 1.91825 -0.2 0.0 0.3
C 2.51755 -0.74969 0.68055 -0.1 0.3 0.1
H 4.21899 -2.29697 -1.24530 0.0 0.1 0.1
H 1.75172 1.60406 -0.02626 0.0 0.3 0.2

***

Record 2
17
Properties=species:S:1:pos:R:3:forces:R:3 method="wB97M-V/def2-TZVPD" total_charge=+1 orbital_gap_ev=12.30 homo_ev=-15.7 max_force_ev_per_a=3.05 de_lowest_kcal_mol=20.0 multiplicity=1
H -0.84612 -2.31438 0.04041 0.7 0.4 -0.5
C -1.75498 -1.06706 1.44123 0.1 -0.2 2.6
H -2.13397 -1.93814 1.98954 0.1 0.0 -0.4
H 1.89903 0.01678 -0.09779 -0.2 -0.3 0.2
H -1.43498 -0.40276 2.26944 -0.1 -0.1 -0.4
H 1.22076 0.53630 -1.52264 0.1 0.6 0.9
O 1.79656 2.75291 -1.26132 -0.2 0.6 -0.4
H -0.47008 0.69767 0.48116 0.3 0.1 -0.6
H 0.34617 -1.66139 1.21202 -0.7 0.3 -0.3
C -0.31396 -0.13207 -0.21728 0.5 -0.4 0.7
H 2.07922 3.52871 -0.75110 0.0 -0.4 0.2
H -0.99021 -0.08429 -1.08087 0.4 0.3 0.2
H 1.11489 -0.99787 -1.28397 1.0 -0.3 0.8
N 1.11948 -0.12762 -0.73566 -1.4 0.1 -2.7
H -2.63679 -0.58083 1.03491 0.2 0.0 -0.9
H 1.54446 3.18009 -2.09893 0.1 -0.4 0.2
C -0.53949 -1.40607 0.58087 -1.0 -0.1 0.4

***

Record 3
2
Properties=species:S:1:pos:R:3:forces:R:3 method="wB97M-V/def2-TZVPD" total_charge=+1 orbital_gap_ev=7.47 homo_ev=-15.8 max_force_ev_per_a=2.00 de_lowest_kcal_mol=4.3 multiplicity=1
Cl 1.04684 0.44038 0.10364 -1.8 -0.8 -0.2
Mg -1.04684 -0.44038 -0.10364 1.8 0.8 0.2

***

Record 4
68
Properties=species:S:1:pos:R:3:forces:R:3 method="wB97M-V/def2-TZVPD" orbital_gap_ev="6.43 / 5.17" homo_ev="-6.9 / -7.4" max_force_ev_per_a=1.49 multiplicity=3
C -2.74383 -0.59983 -1.85341 0.2 0.0 0.0
H -1.34974 0.95721 3.38716 0.1 0.0 0.1
C 3.52437 -3.43132 -1.18961 0.0 0.0 -0.4
N -1.56315 0.40132 1.44515 0.1 0.0 0.1
H -5.52270 0.95459 -0.70575 -0.1 0.1 0.0
C -2.33447 0.33118 0.35437 -0.8 0.3 0.2
C -0.54655 4.19929 2.56678 -0.2 0.2 0.1
H 2.20185 -2.53901 -4.92210 0.1 0.0 -0.1
C 0.16987 -1.04162 -1.93396 0.0 0.0 -0.9
H 2.65431 1.16881 2.72400 0.0 0.0 0.1
C -3.66660 0.82489 0.36997 0.5 0.0 0.1
C 0.64122 -1.20256 -4.31625 0.3 -0.2 -0.3
C 2.73492 0.96253 -1.27646 -0.1 0.1 0.0
H 5.73391 0.86006 -2.81789 0.1 0.0 -0.1
H -2.42050 -1.22469 -2.67219 0.0 0.0 0.0
H 1.68169 0.96483 -1.50633 -0.1 0.0 -0.1
C -0.08960 2.74285 0.26609 0.1 0.0 0.0
C 2.80124 -2.78648 -0.18162 -0.1 0.0 0.0
C -2.01263 0.97292 2.53359 0.1 0.0 0.0
C 3.13978 1.02233 0.05370 -0.3 0.0 0.4
C 1.67127 -2.08295 -4.10026 -0.3 0.2 -0.1
H 6.49113 1.00835 -0.48029 0.1 0.0 0.0
C -1.30739 4.44149 1.43455 0.0 0.1 0.1
C 3.15567 -3.22297 -2.49198 0.0 0.0 0.3
H -2.08368 5.19270 1.45426 0.0 0.1 0.0
C -2.33506 -2.60478 1.88508 0.5 0.2 0.6
C -4.10253 1.50019 1.52916 0.2 -0.1 0.2
H 4.35395 -4.07190 -0.93720 0.1 0.0 0.0
C -3.71740 -2.50327 1.89222 -0.7 0.0 0.0
C -4.50535 0.59880 -0.73757 0.0 -0.2 -0.2
H -1.65957 3.90429 -0.60873 0.0 0.0 -0.1
C 3.65426 0.89530 -2.30532 0.0 0.0 -0.2
H 3.68787 -3.69412 -3.30669 0.1 0.0 0.0
H 4.83600 1.07634 1.34983 0.1 0.0 0.1
H 0.36489 -0.92575 -5.32239 0.0 0.0 -0.1
H -0.85999 0.05707 -3.45757 0.0 0.0 0.0
C -3.27117 1.58023 2.61516 -0.3 0.1 -0.3
N -1.13320 -3.22195 -0.26273 0.2 -0.2 -0.3
O -0.36518 -2.06708 3.09569 0.3 -0.1 0.0
C -1.07051 3.71544 0.27892 -0.1 0.0 -0.1
H 1.01572 3.02206 3.43277 0.0 0.0 0.2
C 0.42939 3.22028 2.54626 0.2 -0.1 0.0
C -1.57141 -2.37161 3.08028 -0.5 -0.2 0.0
C -0.08953 -0.67415 -3.25862 -0.2 0.0 0.6
H -3.20426 -2.80318 4.26485 0.0 0.0 0.0
C -4.05241 -0.14787 -1.80124 -0.3 0.1 0.0
C 5.00931 0.90501 -2.01846 0.1 0.0 0.0
Au 0.49027 -0.92775 1.20971 1.1 0.5 1.0
N -0.52628 -0.61695 -0.86873 -0.4 0.5 0.1
H -4.72220 -0.39676 -2.60808 -0.1 0.0 -0.1
N -2.24321 -2.50923 4.24934 0.0 0.2 0.4
N 1.74850 -2.04636 -0.42665 -0.1 -0.1 0.4
H -5.09745 1.92604 1.54994 0.0 0.0 0.0
N -4.86534 -2.38035 1.92546 -0.4 0.1 0.0
H 0.07618 2.17153 -0.63396 0.0 -0.1 -0.2
C 1.34394 -1.83596 -1.68709 0.3 -0.3 -0.6
Si 1.88458 1.01778 1.46915 -0.2 0.0 -0.5
C -1.82065 -0.29512 -0.84152 -0.1 0.0 -0.4
C 4.50548 1.02473 0.32220 -0.1 0.0 0.2
C 2.06346 -2.38237 -2.78229 -0.2 0.0 0.5
H -3.56961 2.09109 3.51606 0.0 0.0 0.1
H -0.72452 4.77514 3.46534 0.0 0.0 0.1
C 0.67538 2.47256 1.39788 0.4 -0.3 0.0
H 3.09014 -2.88443 0.85495 0.0 0.0 0.1
H 3.31474 0.83653 -3.33083 0.0 0.0 -0.1
C 5.43336 0.98061 -0.70183 0.2 0.0 -0.1
C -1.67762 -2.90861 0.70796 0.2 -0.6 -0.4
H -1.75335 -2.37535 5.11777 0.0 0.1 -0.1

***

Record 5
19
Properties=species:S:1:pos:R:3:forces:R:3 method="wB97M-V/def2-TZVPD" total_charge=-1 orbital_gap_ev="3.76 / 4.20" homo_ev="-0.5 / -4.2" max_force_ev_per_a=6.04 de_lowest_kcal_mol=205.8 multiplicity=3
C -1.29605 0.81738 1.96478 0.2 1.8 -0.7
S 1.96043 0.22348 0.45267 -0.8 2.3 4.3
O 2.44391 1.56642 0.75309 0.5 -0.5 -0.7
O 1.75989 -0.56485 1.66819 0.4 0.2 -1.6
C -1.03578 -0.60783 -1.89761 -1.2 0.3 -2.0
C -1.87275 -0.17992 2.27201 0.9 4.8 -0.6
C -0.05589 -2.78846 0.47517 0.1 1.2 -1.4
S 2.95574 -0.62854 -0.99384 1.3 -1.4 -1.4
H -1.45619 -1.61645 -2.08761 0.3 1.2 -0.3
N 0.31093 0.59433 -0.21843 0.3 -2.3 0.7
C -0.30207 -0.49994 -0.77725 0.6 -2.2 1.4
H -0.85095 1.70166 1.51127 -0.5 -0.6 0.8
C 0.20648 1.72001 -0.82121 -0.1 3.5 -1.3
C 0.16385 2.83295 -1.29325 0.1 -3.3 1.0
H 0.00504 -3.78030 0.83128 0.2 -0.2 0.2
H -1.91601 -1.12789 2.38844 -1.0 -5.9 1.0
C -0.02819 -1.73435 -0.16666 -0.6 -1.5 1.9
H -1.09166 0.27102 -2.53854 -0.5 -0.5 -0.2
H 0.09928 3.80128 -1.52249 -0.2 3.0 -0.9

***

Record 6
9
Properties=species:S:1:pos:R:3:forces:R:3 method="wB97M-V/def2-TZVPD" total_charge=+2 orbital_gap_ev="5.15 / 6.50" homo_ev="-18.5 / -19.2" max_force_ev_per_a=5.18 multiplicity=2
Al 2.75909 0.29403 0.69051 4.8 1.3 1.4
C -1.11777 -0.02470 -0.09718 -2.5 1.1 3.2
C 0.29185 0.52398 -0.23857 1.7 -0.9 -0.7
O -1.20610 -1.27613 -0.01070 0.4 2.4 -1.5
Li 0.38239 -2.11391 0.50650 -0.3 -0.9 0.1
O 1.19066 -0.18625 0.33418 -3.0 -1.0 -0.8
F -1.88030 0.68946 0.85513 1.2 -0.7 -1.7
H 0.62788 1.06665 -1.14193 0.0 0.7 0.6
H -1.04771 1.02687 -0.89793 -2.3 -1.9 -0.7

***

Record 7
57
Properties=species:S:1:pos:R:3:forces:R:3 method="wB97M-V/def2-TZVPD" total_charge=+1 orbital_gap_ev=6.32 homo_ev=-10.4 max_force_ev_per_a=2.08 de_lowest_kcal_mol=23.7 multiplicity=1
H 5.30783 -4.99984 0.16394 -0.1 0.3 -0.1
H 0.68419 3.22549 1.09222 -0.1 -0.1 -0.2
C 0.02698 -0.40573 -1.76676 -0.1 -1.1 0.7
C 0.27063 1.52829 -0.18260 -0.2 0.0 -0.1
C -3.92562 4.24993 3.23228 -0.3 0.0 -0.1
H 1.52871 -3.66573 -1.40513 0.3 0.0 0.2
C -1.08438 0.73188 4.66537 -0.4 0.0 -0.4
C -1.80161 0.67211 2.40057 0.4 -0.3 0.8
C 3.43091 -4.41694 -0.72753 -0.2 0.2 0.1
C 2.30219 -2.49736 0.25511 0.1 0.1 -0.3
H -4.41791 5.04536 3.79569 0.0 -0.1 -0.4
H 1.15448 -0.11739 2.96025 0.5 -0.1 0.2
H -1.94819 0.86462 -3.10886 -0.1 -0.3 -0.2
H -3.09635 4.65944 2.63066 -0.3 -0.2 0.2
H -4.65126 3.70697 2.60277 0.2 0.4 0.2
C -1.97078 1.71866 4.94739 -0.1 0.5 0.3
C 0.46708 1.92021 -2.54609 0.0 -0.4 0.2
H 0.95496 3.90895 -3.13533 -0.1 0.1 0.0
N -0.98376 0.22018 3.41170 -1.6 1.2 -0.3
H -0.05984 -2.40680 -1.18494 0.2 0.2 -0.1
H 0.00166 -2.93008 -5.66746 -0.2 0.1 0.3
H -0.04118 0.87832 0.62966 0.5 0.1 -0.1
H -1.89186 -1.63010 -6.63547 0.2 0.1 0.4
C 1.21732 -1.40440 0.26430 1.4 0.4 -0.8
C -2.73701 1.65556 2.65460 0.0 0.4 0.1
H -2.00233 2.20038 5.91237 0.0 -0.1 0.1
O -3.42647 3.39452 4.27524 0.8 -1.7 -0.6
H 0.72320 -2.52604 -3.30156 -0.2 0.4 -0.3
C 0.83257 3.71966 -0.99386 0.0 0.0 0.0
H -1.65232 0.23919 1.40107 -0.2 0.1 0.7
C 4.45311 -3.24683 1.10460 -0.3 0.0 0.0
C 3.36468 -2.37481 1.15661 0.1 -0.2 -0.2
H 3.33893 -1.56739 1.89244 0.1 -0.2 -0.2
H 1.69842 -0.41021 0.41711 -0.2 -0.8 -0.2
C 0.75569 3.24976 -2.30373 0.0 0.0 0.3
H 1.05536 4.76362 -0.80603 0.1 -0.1 0.0
C 2.33833 -3.53989 -0.68476 0.2 0.2 0.2
C 4.48810 -4.28067 0.16657 -0.2 0.1 0.2
H -0.37700 0.35597 5.39548 -0.1 -0.1 0.1
C -0.48330 -2.15772 -5.06525 -0.3 0.1 -0.1
H 0.39158 1.53685 -3.56092 0.2 0.2 0.2
C -1.52035 -1.40462 -5.63178 -0.1 0.1 0.4
C -0.05599 -1.90417 -3.75843 0.0 0.5 -0.3
C -0.55497 -0.78125 -3.06618 -0.6 -0.1 -0.8
C 0.34878 -1.42639 -0.93439 -0.4 0.7 -0.7
H 0.03311 -1.78617 3.67076 0.3 0.2 0.3
C -1.58103 -0.00860 -3.64854 0.2 -0.7 -0.1
H -3.40407 2.01553 1.87571 0.3 -0.2 0.0
H -2.95760 0.19400 -5.27725 0.3 -0.1 -0.1
H 5.27468 -3.11803 1.80117 -0.1 0.0 0.0
C -2.77140 2.25575 3.93159 -0.1 1.1 0.1
B 0.19701 -0.64612 3.38169 0.5 -1.2 -1.4
H 3.45379 -5.20797 -1.47241 -0.1 0.1 0.1
C -2.10842 -0.36746 -4.88973 0.3 0.0 0.1
C 0.23695 1.02401 -1.48542 0.5 0.5 -0.2
C 0.59980 2.85500 0.07024 -0.1 0.1 -0.1
H 0.57397 -1.56156 1.08125 -0.9 -0.4 1.8

***

Record 8
13
Properties=species:S:1:pos:R:3:forces:R:3 method="wB97M-V/def2-TZVPD" total_charge=+1 orbital_gap_ev="8.78 / 7.16" homo_ev="-13.1 / -15.0" max_force_ev_per_a=3.41 multiplicity=6
H -3.48364 0.86208 -0.16342 0.2 0.1 0.3
H 4.95239 0.66921 0.64231 0.4 0.1 0.1
O -0.91396 -1.29747 0.28441 -0.8 -0.7 -0.8
H -0.67319 1.36534 -0.04828 -0.5 0.2 0.3
C -2.07178 -0.70906 0.07346 -0.2 -0.2 -0.5
C -2.42360 0.66033 0.01118 -0.3 -0.4 -0.7
H -2.86109 -1.42835 -0.14665 0.0 0.2 0.5
C 0.34387 -0.94445 -0.18122 1.9 -1.5 2.4
O 0.65554 0.26662 -0.08234 -1.6 2.3 -0.7
O 4.32213 0.63641 -0.07587 -0.2 0.0 0.1
O 1.18227 -1.83865 -0.27180 -0.8 0.9 -0.6
O -1.64833 1.66782 -0.00669 1.1 -0.2 0.0
Cr 2.61941 0.09017 -0.03507 0.8 -0.8 -0.3

***

Record 9
8
Properties=species:S:1:pos:R:3:forces:R:3 method="wB97M-V/def2-TZVPD" orbital_gap_ev=10.18 smiles="CNP=O" homo_ev=-10.0 max_force_ev_per_a=3.49 de_lowest_kcal_mol=10.8 multiplicity=1
N -0.22929 -0.28230 -0.20449 -0.5 -2.0 1.8
H 1.09178 -0.08682 1.38155 -1.3 2.1 -0.8
O -0.74010 -1.42029 -2.37518 1.1 2.6 0.4
H -0.40287 -1.24951 0.27276 0.0 2.1 -2.0
P -0.20411 -0.08239 -1.86016 -1.4 -3.2 0.1
C 0.28340 0.58770 0.83410 0.9 1.3 1.2
H 0.70826 1.53529 0.30277 -0.3 -1.7 1.3
H -0.50708 0.99832 1.64865 1.6 -1.2 -2.0

***

Record 10
15
Properties=species:S:1:pos:R:3:forces:R:3 method="wB97M-V/def2-TZVPD" orbital_gap_ev=9.45 homo_ev=-8.7 max_force_ev_per_a=5.04 de_lowest_kcal_mol=137.6 multiplicity=1
S -1.29582 -1.34195 2.30274 0.0 -0.1 -0.4
C -0.05398 -0.56187 -0.43234 1.1 -1.6 -0.8
H -0.33766 -2.82271 0.62749 0.4 0.7 -0.1
H -2.21896 -0.62273 1.68028 -0.5 0.4 0.2
H 0.38238 -1.17403 -2.28660 1.1 0.2 2.1
C -0.64634 -1.76962 0.71022 1.9 2.2 -1.6
N -0.35939 1.50726 -1.97280 -1.4 2.3 -0.4
O -1.25163 -1.26557 -0.44421 -1.3 0.8 -0.4
O 0.87170 -1.16085 -1.38346 -1.9 0.6 -0.8
H 1.68425 0.49316 1.09621 0.2 -1.1 -0.5
H 1.71765 1.82746 1.80326 0.7 2.3 0.2
N 1.10284 1.28744 1.26539 -1.7 -2.3 0.2
O 0.82281 1.85551 0.01267 0.4 1.9 -0.7
H -0.48363 2.56720 -2.11789 0.9 -2.0 0.2
C 0.06576 1.18131 -0.86096 0.1 -4.2 2.8